174
Properties=species:S:1:pos:R:3:forces:R:3:lowdin_charge:R:1 method="wB97M-V/def2-TZVPD" charge=0 molar_mass_g_mol=959.36 spin_multiplicity=1 orbital_gap_ev=8.704 e_above_lowest_ev=1.134 lumo_energy_ev=0.35 e_homo_ev=-8.35 smiles=COCCNCCOC.COCCNCCOC.COCCNCCOC.COCCNCCOC.COCCNCCOC.COCCNCCOC.CO.CO.CO.CO.CO max_force_ev_per_a=2.03
C 4.134176 -3.209284 -4.959337 -0.52 0.01 -0.92 -0.101
O 2.902198 -3.822715 -5.267496 -0.67 -0.54 0.41 -0.212
C 2.650297 -3.897424 -6.668373 0.79 0.08 1.14 -0.221
C 1.434508 -4.745539 -6.975995 0.08 1.01 -1.76 -0.183
N 1.452323 -4.972308 -8.448414 0.14 -0.84 0.46 -0.088
C 1.129925 -3.802176 -9.259791 -0.06 -0.56 0.42 -0.205
C 1.241502 -4.130461 -10.737986 -0.31 0.59 -0.15 -0.225
O 0.760270 -3.007043 -11.461711 0.22 -0.07 0.01 -0.200
C 0.870340 -3.207112 -12.855519 -0.42 0.43 0.11 -0.120
H 4.917066 -3.776234 -5.479485 0.31 0.25 0.30 0.095
H 4.269934 -3.198993 -3.881752 -0.08 -0.17 -0.08 0.053
H 4.105764 -2.178941 -5.342186 0.34 0.01 0.11 0.090
H 3.509724 -4.374460 -7.152783 0.03 0.05 -0.16 0.126
H 2.588212 -2.858119 -7.002441 -0.26 -0.08 -0.45 0.118
H 0.499377 -4.213700 -6.770620 0.04 -0.12 0.71 0.102
H 1.493137 -5.724993 -6.511286 -0.03 0.11 0.30 0.125
H 0.749040 -5.690628 -8.584834 0.08 0.03 -0.44 0.104
H 1.829057 -3.015432 -8.984494 -0.15 0.19 -0.20 0.112
H 0.098845 -3.493770 -9.040100 0.06 0.45 -0.20 0.126
H 0.601663 -4.995486 -10.961621 0.18 -0.14 -0.05 0.123
H 2.265008 -4.320180 -11.076053 0.07 -0.31 0.36 0.127
H 0.351526 -4.132794 -13.122282 0.10 0.01 -0.29 0.087
H 1.899523 -3.207925 -13.230224 0.12 -0.28 0.28 0.087
H 0.385660 -2.350509 -13.324423 -0.15 -0.15 -0.04 0.087
C 0.387521 -4.577174 12.524765 0.35 0.09 0.12 -0.119
O 0.385367 -4.527429 11.115623 0.04 -0.94 0.11 -0.189
C -0.812831 -5.053144 10.572433 -0.37 1.44 -0.28 -0.234
C -0.806220 -4.800541 9.072449 -0.08 -1.01 0.33 -0.238
N -0.703252 -3.399570 8.753287 -0.10 0.36 -0.47 -0.043
C -0.708010 -3.201123 7.311955 -0.56 -0.34 -0.17 -0.225
C -0.635209 -1.770061 6.862758 -0.22 0.34 -0.70 -0.242
O 0.625244 -1.222763 7.154151 0.52 -0.15 0.61 -0.175
C 1.101273 -0.236667 6.280394 -0.16 -0.08 -0.69 -0.106
H 0.045177 -5.529843 12.942612 -0.20 -0.09 -0.28 0.084
H -0.228639 -3.771571 12.933429 0.00 0.01 0.11 0.089
H 1.420941 -4.473619 12.853953 -0.03 0.27 -0.01 0.086
H -1.636539 -4.450451 10.981768 -0.15 -0.11 0.02 0.123
H -1.030132 -6.091679 10.835752 0.47 -0.18 -0.06 0.121
H -1.746774 -5.219999 8.697355 -0.16 0.35 -0.06 0.120
H -0.051693 -5.429029 8.573633 0.33 0.14 0.14 0.120
H 0.140771 -2.990200 9.135552 0.04 -0.18 0.17 0.115
H -1.657839 -3.575975 6.911532 -0.09 -0.05 0.17 0.122
H 0.053190 -3.799504 6.791155 0.27 0.13 0.06 0.125
H -1.473550 -1.179068 7.253764 0.20 0.05 0.51 0.119
H -0.815797 -1.738207 5.777200 0.26 -0.21 -0.10 0.098
H 0.671873 0.745943 6.495364 -0.11 0.05 -0.13 0.081
H 0.893377 -0.542676 5.245331 -0.25 0.28 -0.03 0.076
H 2.187521 -0.151175 6.306798 -0.01 -0.16 0.55 0.089
C -7.250336 2.307008 -2.799927 0.55 0.60 -0.72 -0.115
O -6.226848 2.476319 -1.854962 0.21 0.18 0.67 -0.211
C -5.815360 1.268579 -1.244465 0.08 -0.36 -0.59 -0.223
C -4.845344 1.487311 -0.087149 -0.26 0.26 -0.16 -0.201
N -4.521605 0.228019 0.580057 -0.39 0.44 -0.47 -0.040
C -3.676700 -0.640544 -0.235495 0.58 0.18 1.16 -0.197
C -3.377332 -1.893279 0.575664 0.05 0.08 0.25 -0.200
O -2.576815 -1.574264 1.716757 0.18 0.03 -0.59 -0.248
C -2.211775 -2.732039 2.467383 -1.07 0.10 -0.82 -0.073
H -6.905589 1.766750 -3.691635 -0.03 -0.57 0.28 0.089
H -7.435554 3.299252 -3.214698 -0.40 0.07 0.37 0.088
H -8.149690 1.862832 -2.372800 -0.07 -0.05 -0.03 0.088
H -5.310586 0.673660 -2.021120 -0.12 -0.14 0.07 0.115
H -6.698562 0.706680 -0.917350 0.10 -0.05 0.21 0.127
H -5.301267 2.176623 0.626284 -0.04 -0.12 0.09 0.128
H -3.937246 1.984906 -0.452843 0.03 0.07 -0.19 0.091
H -4.022510 0.482839 1.425780 0.10 -0.31 0.12 0.083
H -2.718454 -0.146608 -0.461983 0.09 -0.02 -0.18 0.107
H -4.133896 -0.881265 -1.192718 -0.23 -0.20 0.15 0.113
H -2.841160 -2.619564 -0.045835 -0.15 -0.21 0.04 0.116
H -4.306819 -2.288548 0.993024 -0.17 -0.33 -0.47 0.127
H -3.123530 -3.244155 2.804258 0.03 0.33 0.58 0.092
H -1.593690 -2.334666 3.262552 0.16 -0.54 0.23 0.081
H -1.760291 -3.498451 1.830989 0.77 0.29 0.08 0.080
C 1.839518 -3.360725 -1.278464 0.04 -1.43 -0.30 -0.105
O 1.757526 -2.577065 -0.114207 -0.24 -0.22 -0.12 -0.196
C 0.631788 -1.733306 -0.094357 0.21 1.17 0.13 -0.204
C 0.656677 -0.900199 1.187168 -0.44 -0.31 -0.38 -0.164
N -0.313645 0.204283 1.056960 0.22 -0.45 0.48 -0.049
C -0.163996 1.178450 2.148295 -0.81 -0.09 0.11 -0.180
C -1.427191 2.018562 2.261201 0.04 -0.07 0.43 -0.169
O -2.492343 1.328745 2.919851 0.27 0.58 -0.37 -0.193
C -2.332678 1.282323 4.312816 -1.26 -1.28 0.80 -0.112
H 1.043918 -4.110310 -1.397935 -0.41 0.30 0.47 0.086
H 2.729745 -3.982493 -1.177238 0.25 0.31 -0.23 0.081
H 1.825023 -2.835953 -2.237988 0.36 0.59 0.25 0.079
H -0.340627 -2.238239 -0.136684 0.19 -0.45 -0.17 0.123
H 0.704878 -1.050341 -0.950404 -0.15 0.03 -0.08 0.111
H 1.666001 -0.550360 1.404029 0.01 0.15 -0.11 0.120
H 0.328168 -1.566703 1.989010 0.33 -0.01 0.34 0.109
H -1.206034 -0.290713 1.202429 0.13 0.61 -0.14 0.081
H 0.666605 1.852617 1.964136 0.19 -0.14 0.04 0.086
H -0.027557 0.680415 3.116339 0.33 0.04 0.05 0.116
H -1.755041 2.293265 1.257052 -0.23 0.03 0.05 0.118
H -1.261007 2.920240 2.858671 0.35 0.16 -0.31 0.112
H -1.840675 0.359638 4.639570 0.54 0.17 -0.10 0.074
H -3.335825 1.153666 4.732367 -0.10 0.16 -0.10 0.095
H -1.916378 2.139365 4.845722 0.38 0.28 -0.66 0.073
C -4.098156 4.720651 -1.909928 0.43 0.58 -0.71 -0.093
O -2.897429 5.378964 -2.323120 0.07 -0.41 0.42 -0.207
C -2.025973 5.616666 -1.217237 0.02 0.13 -0.75 -0.223
C -0.669856 6.054927 -1.760864 -1.24 0.55 -0.46 -0.203
N -0.838854 7.300471 -2.509474 0.10 0.01 0.82 -0.063
C 0.365487 7.687941 -3.225302 -0.24 -0.71 0.16 -0.223
C 0.140777 8.967697 -3.997859 -0.16 -0.30 -1.05 -0.251
O -0.168956 10.070428 -3.185657 0.34 0.07 -0.34 -0.177
C 0.988470 10.787107 -2.789557 -0.43 -0.40 0.65 -0.108
H -4.862184 5.056425 -2.608354 -0.19 -0.20 0.06 0.088
H -4.393054 5.005106 -0.898034 0.02 -0.03 0.06 0.092
H -3.975765 3.646218 -1.993932 -0.07 -0.16 0.14 0.060
H -1.864492 4.714317 -0.622215 -0.22 -0.15 0.11 0.108
H -2.537571 6.396312 -0.644642 0.51 0.04 0.47 0.126
H -0.331953 5.285480 -2.467950 0.36 -0.37 0.47 0.113
H -0.010845 6.190786 -0.905003 0.37 -0.05 -0.17 0.119
H -1.647900 7.167694 -3.104776 0.18 0.19 -0.29 0.107
H 0.679403 6.869283 -3.895714 0.07 0.21 -0.35 0.118
H 1.175437 7.737523 -2.490684 -0.01 0.41 0.01 0.116
H -0.667481 8.789941 -4.719544 -0.52 0.10 0.53 0.121
H 0.932146 9.180179 -4.730415 0.56 0.09 0.57 0.120
H 1.373429 11.424869 -3.585823 -0.02 0.11 -0.05 0.085
H 1.780659 10.118014 -2.439166 0.06 -0.09 -0.17 0.083
H 0.673944 11.353096 -1.914345 0.14 0.37 -0.17 0.088
C 3.247241 0.382753 -3.067850 -0.43 0.26 -0.06 -0.100
O 3.820239 1.346108 -2.220725 0.68 -0.28 -0.49 -0.181
C 4.161251 0.862338 -0.941802 -1.02 1.10 1.02 -0.219
C 4.839749 2.033535 -0.214891 1.19 -0.98 0.71 -0.208
N 3.966188 3.106261 0.254716 -0.88 -0.49 -1.13 -0.045
C 3.283152 2.749974 1.501391 1.29 -0.22 0.41 -0.213
C 2.463149 3.914462 2.042524 -0.16 -0.82 -0.41 -0.212
O 1.785600 3.496045 3.213130 -0.07 -0.44 0.13 -0.214
C 1.127118 4.552432 3.857151 -0.86 0.17 -0.45 -0.122
H 3.036305 0.846229 -4.031942 0.30 0.11 0.00 0.092
H 2.265160 0.070000 -2.696796 0.06 -0.32 0.26 0.076
H 3.917626 -0.467920 -3.212331 -0.08 -0.16 0.03 0.076
H 4.758846 -0.050895 -0.856382 0.24 0.01 -0.74 0.119
H 3.206582 0.644341 -0.436588 0.05 -0.22 0.18 0.108
H 5.655935 2.378701 -0.855603 -0.36 0.45 -0.26 0.116
H 5.405575 1.635405 0.638620 -0.28 -0.07 0.12 0.113
H 3.244482 3.057367 -0.473763 -0.06 0.86 0.18 0.102
H 4.091089 2.539850 2.213306 -0.18 -0.01 0.15 0.122
H 2.737856 1.804486 1.398653 -0.45 0.21 0.16 0.095
H 1.732431 4.169099 1.264951 0.00 0.49 0.07 0.124
H 3.138316 4.740752 2.280684 -0.11 0.17 -0.24 0.126
H 0.530541 4.191464 4.698813 0.90 -0.22 0.46 0.081
H 0.291545 4.961681 3.261963 0.54 0.26 -0.53 0.085
H 1.862943 5.329853 4.080251 -0.37 0.16 0.42 0.091
C -1.965687 2.240951 8.019271 0.66 1.03 -0.15 -0.163
O -3.270806 2.353022 8.568614 0.11 -0.18 -0.56 -0.104
H -1.582951 1.222906 7.945037 -0.20 -0.09 0.34 0.064
H -1.853882 2.691822 7.025689 -0.49 -0.18 -0.11 0.057
H -1.300344 2.884055 8.603767 0.14 -0.50 0.32 0.081
H -3.834458 2.663935 7.855650 -0.21 -0.08 0.19 0.070
C 5.526899 -3.402786 -1.554265 -0.43 -1.09 -0.15 -0.144
O 5.098620 -4.777026 -1.603376 -0.11 0.21 -0.07 -0.140
H 6.291056 -3.341496 -0.777824 0.11 0.60 -0.25 0.085
H 5.847188 -3.137234 -2.563375 0.46 0.45 0.32 0.067
H 4.644482 -2.810958 -1.311139 0.17 0.07 0.18 0.057
H 5.797324 -5.260599 -2.053022 -0.10 -0.15 0.07 0.074
C -0.278734 -4.221172 -4.012384 -1.08 0.73 -1.42 -0.172
O -1.264493 -4.351736 -3.002461 0.37 -0.79 0.50 -0.119
H 0.218241 -5.135873 -4.330601 0.13 -0.28 1.13 0.078
H -0.817675 -3.996290 -4.946248 0.22 0.50 0.01 0.071
H 0.419955 -3.415194 -3.795804 0.25 -0.22 -0.10 0.061
H -1.707849 -3.507592 -2.901549 0.04 0.08 -0.08 0.069
C 0.944535 -5.988264 1.319371 0.60 0.87 -0.36 -0.138
O 0.776599 -4.595785 1.603971 -0.28 -0.35 0.28 -0.143
H 1.969132 -6.269276 1.573036 -0.06 -0.35 0.04 0.077
H 0.241128 -6.581234 1.894510 -0.10 0.13 0.07 0.075
H 0.796350 -6.144020 0.248056 -0.11 -0.34 0.02 0.071
H 1.465763 -4.104284 1.135640 -0.20 0.09 0.02 0.043
C -0.561971 1.989631 -1.859837 0.46 -1.45 0.78 -0.150
O 0.425997 2.198984 -0.859678 0.28 0.83 0.03 -0.163
H -1.567547 2.087243 -1.440669 -0.12 0.33 -0.25 0.055
H -0.393993 2.612236 -2.731702 0.02 0.32 0.19 0.076
H -0.450549 0.937685 -2.163578 -0.34 0.09 -0.38 0.065
H 0.258718 1.573140 -0.124930 -0.30 -0.19 -0.54 0.018